(1)
{
  "formula": "C7H9NO",
  "method": "ωB97M-V/def2-TZVPD",
  "charge": 0,
  "homo_energy_ev": -9.327,
  "smiles": "COCc1ccccn1",
  "e_tot_ha": -401.993627,
  "fmax_ev_per_a": 10.9,
  "species": ["C", "O", "C", "C", "C", "C", "C", "C", "N", "H", "H", "H", "H", "H", "H", "H", "H", "H"],
  "positions_angstrom": [[-0.7781, -1.9905, -2.5335], [-0.0974, -1.2408, -1.5187], [-0.9941, -0.3664, -0.7969], [-0.1714, 0.3540, 0.2983], [1.1217, -0.0636, 0.6769], [1.7807, 0.6955, 1.6737], [1.1239, 1.7369, 2.2449], [-0.1720, 1.9906, 1.8059], [-0.7865, 1.3292, 0.8584], [-1.2656, -1.4503, -3.1041], [-1.5886, -2.6663, -2.1859], [0.0445, -2.5565, -2.8981], [-1.1636, 0.4418, -1.4698], [-1.9669, -0.9002, -0.1912], [1.6462, -0.7098, 0.1358], [2.6137, 0.2025, 1.9220], [1.4710, 2.3290, 2.8303], [-0.8175, 2.8647, 2.2522]]
}



(2)
{
  "formula": "C19H21MgN",
  "method": "ωB97M-V/def2-TZVPD",
  "charge": 0,
  "homo_energy_ev": [-7.372, -4.928],
  "e_tot_ha": -991.274893,
  "fmax_ev_per_a": 3.4,
  "species": ["C", "C", "C", "H", "C", "H", "H", "H", "C", "H", "H", "C", "H", "H", "C", "H", "H", "C", "H", "H", "Mg", "H", "C", "C", "C", "C", "N", "C", "C", "C", "C", "C", "C", "C", "H", "H", "H", "H", "H", "H", "H", "H"],
  "positions_angstrom": [[0.8249, -1.0917, -1.7606], [0.1659, 2.0926, -1.9370], [-0.5926, -1.1677, -2.0837], [1.3096, -2.0332, -2.0912], [-1.0756, 1.8594, -1.5021], [0.7190, 2.9490, -1.5379], [-1.1318, -1.8461, -1.3977], [-1.4947, 2.5018, -0.7109], [-1.5051, -0.3405, -2.8591], [-2.3828, -1.0125, -2.9993], [-1.2044, -0.0028, -3.8667], [1.6934, 0.0520, -2.3783], [2.2840, -0.3638, -3.2100], [2.4041, 0.3789, -1.6110], [0.9549, 1.2737, -2.9223], [0.3641, 0.9983, -3.7965], [1.7265, 1.9431, -3.3356], [-2.0575, 0.8377, -2.0128], [-2.8641, 1.3471, -2.5751], [-2.5388, 0.3866, -1.1279], [1.5740, -2.1626, 0.9658], [0.9277, -1.1518, -0.5091], [2.6910, 1.7988, 2.5013], [1.8628, 1.8804, 3.6230], [0.8501, 0.9395, 3.7706], [0.7925, -0.1709, 2.9156], [1.7628, -0.3270, 1.9633], [2.5911, 0.6866, 1.6546], [-0.3136, -1.1443, 2.8876], [-1.4034, -1.1295, 3.7993], [-2.5243, -1.9266, 3.5737], [-2.5736, -2.7326, 2.4193], [-1.4638, -2.7829, 1.5139], [-0.3368, -2.0715, 1.8395], [3.4207, 2.5511, 2.2679], [2.0061, 2.6772, 4.3474], [0.1031, 1.0478, 4.5552], [3.1826, 0.6092, 0.7442], [-1.3413, -0.4574, 4.6706], [-3.3386, -1.9497, 4.3032], [-3.4698, -3.2959, 2.1928], [-1.5302, -3.3723, 0.6092]]
}



(3)
{
  "formula": "C14H11BF3NO3",
  "method": "ωB97M-V/def2-TZVPD",
  "charge": 0,
  "homo_energy_ev": -8.820,
  "smiles": "O=C(Nc1cccc(B(O)O)c1)c1cccc(C(F)(F)F)c1",
  "e_tot_ha": -1145.141514,
  "fmax_ev_per_a": 4.1,
  "species": ["O", "C", "N", "C", "C", "C", "C", "C", "B", "O", "O", "C", "C", "C", "C", "C", "C", "C", "F", "F", "F", "C", "H", "H", "H", "H", "H", "H", "H", "H", "H", "H", "H"],
  "positions_angstrom": [[-0.6546, 2.2559, 1.1696], [0.0954, 1.3169, 0.8648], [-0.2988, 0.0414, 0.6343], [-1.6368, -0.3272, 0.4130], [-2.7271, 0.5372, 0.5518], [-4.0203, 0.1602, 0.2509], [-4.2402, -1.0543, -0.3932], [-3.1572, -1.9423, -0.3997], [-3.3178, -3.4419, -0.9525], [-2.5966, -3.9949, -1.9668], [-4.2616, -4.2691, -0.3033], [-1.9211, -1.6248, 0.0485], [1.6322, 1.6023, 0.7486], [2.0663, 2.8445, 1.1712], [3.3756, 3.2568, 0.8588], [4.2245, 2.4668, 0.0903], [3.6870, 1.2623, -0.3622], [4.7540, 0.3688, -0.9824], [5.6883, -0.0299, -0.0606], [5.4230, 1.0501, -1.9977], [4.1208, -0.8036, -1.4340], [2.4429, 0.8619, -0.0800], [0.4397, -0.6130, 0.5441], [-2.5254, 1.5460, 0.8472], [-4.8062, 0.8578, 0.4208], [-5.1927, -1.4858, -0.5716], [-3.0484, -4.8576, -2.1245], [-4.7660, -3.9233, 0.4419], [-1.2259, -2.4179, -0.0537], [1.4497, 3.3268, 1.8781], [3.8089, 4.1730, 1.3506], [5.1908, 2.8484, -0.1507], [1.9976, 0.0088, -0.4511]]
}



(4)
{
  "formula": "C4H26NO9",
  "method": "ωB97M-V/def2-TZVPD",
  "charge": -1,
  "homo_energy_ev": -4.178,
  "e_tot_ha": -899.123960,
  "fmax_ev_per_a": 16.3,
  "species": ["O", "H", "C", "C", "C", "O", "C", "N", "H", "H", "H", "H", "H", "H", "H", "H", "H", "H", "H", "O", "H", "H", "O", "H", "H", "O", "H", "H", "O", "H", "H", "O", "H", "H", "O", "H", "H", "O", "H", "H"],
  "positions_angstrom": [[5.4571, 13.6710, -5.3002], [5.7423, 13.4146, -6.1988], [5.8692, 13.5092, -8.6181], [6.3596, 14.9969, -8.5176], [7.1156, 15.4226, -9.8311], [8.1646, 14.5462, -10.0570], [8.9550, 14.7901, -11.2166], [5.2182, 15.8454, -8.3448], [6.6889, 12.8724, -8.9508], [5.0970, 13.3181, -9.3633], [5.6247, 13.1221, -7.6289], [7.1348, 15.0540, -7.7534], [7.5866, 16.3873, -9.6422], [6.5312, 15.4214, -10.7512], [8.3916, 14.6928, -12.1446], [9.7989, 14.1299, -11.4165], [9.3139, 15.8144, -11.3170], [4.7802, 15.8227, -7.4350], [4.4824, 15.3576, -8.8354], [4.2434, 11.9533, -5.4952], [3.6185, 12.3868, -4.9141], [4.9198, 12.6116, -5.6544], [6.7162, 13.2928, -3.6401], [6.5786, 12.3617, -3.4661], [6.2857, 13.4460, -4.4811], [6.6666, 11.9058, -6.4412], [6.2732, 12.3766, -5.7066], [7.2557, 11.2718, -6.0322], [4.6843, 14.4942, -3.6917], [5.5020, 14.6535, -3.2203], [4.9522, 14.0384, -4.4896], [5.0463, 15.3620, -6.5521], [5.3381, 16.1458, -6.0867], [5.2263, 14.6426, -5.9469], [6.8737, 14.9178, -4.9243], [7.3773, 15.1418, -5.7069], [6.2509, 14.2544, -5.2214], [3.3606, 14.1304, -5.9387], [3.6711, 14.9933, -6.2131], [4.1584, 13.6156, -5.8175]]
}